1.
This record from OMol25 describes an isolated ion of composition C5H10N3 and charge +1. The level of theory is ωB97M-V with the def2-TZVPD basis set.

Last columns: bonded neighbours and bond lengths (Å).
Positions of all 18 atoms, in Å:
1 C 1.67 -2.06 -0.15  N2 1.251, H9 1.054, H10 1.123
2 N 0.50 -1.68 0.04  C1 1.251, C3 1.443
3 C 0.10 -0.35 -0.36  N2 1.443, C4 1.887, C6 1.454, H11 1.102
4 C 1.32 0.92 0.32  C3 1.887, N5 1.326, H12 1.118, H13 1.105
5 N 1.08 2.11 -0.20  C4 1.326, H14 0.983, H15 0.972
6 C -1.31 -0.23 -0.01  C3 1.454, N7 1.278, C8 1.463
7 N -2.28 -0.96 0.39  C6 1.278, C8 1.492, H16 1.061
8 C -2.62 0.42 -0.07  C6 1.463, N7 1.492, H17 1.132, H18 1.073
9 H 2.46 -1.51 -0.59  C1 1.054
10 H 1.89 -3.10 0.23  C1 1.123
11 H 0.30 0.14 -1.32  C3 1.102
12 H 1.08 0.83 1.41  C4 1.118
13 H 2.24 0.40 0.00  C4 1.105
14 H 0.96 2.90 0.38  N5 0.983
15 H 1.37 2.29 -1.12  N5 0.972
16 H -2.45 -1.67 1.16  N7 1.061
17 H -2.95 1.17 0.71  C8 1.132
18 H -3.36 0.39 -0.84  C8 1.073

Properties
- E_LUMO: -4.48 eV
- Net charge: +1


2.
This record from OMol25 describes a 2-piece molecular cluster, C5H10N3 overall. The level of theory is ωB97M-V with the def2-TZVPD basis set.

Last columns: bonded neighbours and bond lengths (Å).
Positions of all 18 atoms, in Å:
1 C 1.42 -1.62 0.55  C2 1.344, C3 1.445, H9 1.088
2 C 0.64 -1.08 1.51  C1 1.344, N7 1.325, H10 1.083
3 C 2.21 -0.55 0.01  C1 1.445, N6 1.466, H11 1.090, H12 1.092
4 C -1.03 0.65 -1.28  N8 1.428, H13 1.110, H14 1.147, H15 1.173
5 C -2.41 0.77 0.67  N8 1.256, H16 1.120, H17 1.035
6 N 1.64 0.62 0.68  C3 1.466, N7 1.295, H18 1.023
7 N 0.72 0.24 1.51  C2 1.325, N6 1.295
8 N -1.35 0.42 0.10  C4 1.428, C5 1.256
9 H 1.64 -2.67 0.37  C1 1.088
10 H -0.23 -1.51 1.99  C2 1.083
11 H 3.30 -0.52 -0.02  C3 1.090
12 H 1.85 -0.45 -1.01  C3 1.092
13 H -1.90 0.93 -1.91  C4 1.110
14 H -0.38 1.57 -1.52  C4 1.147
15 H -0.73 -0.38 -1.74  C4 1.173
16 H -2.59 0.52 1.75  C5 1.120
17 H -2.96 1.47 0.14  C5 1.035
18 H 2.09 1.53 0.61  N6 1.023

Properties
- E_LUMO (spin up / spin down): -4.02 / -7.99 eV
- Net charge: +1
- Spin multiplicity: 3


What did we get for DFT total energy? Answer: -360.37835 -360.30995 Eh, in the order shown.
What did we get for energy relative to the best compared isomer or geometry (same formula, charge and spin)? Answer: 516.58 304.39 kJ/mol, in the order shown.